Molecular formula: C19H11BrN2O6SSe2Te2Ti
Method: DFT, ωB97M-V/def2-TZVPD

Last column: Löwdin charge in e.
Positions of all 45 atoms, in Å:
Ti  0.311  -0.335  -0.225  0.781
O  -1.110  1.020  3.304  0.098
C  -0.981  0.564  2.192  -0.524
O  0.141  0.394  1.543  -0.186
C  -2.153  0.197  1.294  -0.211
C  -3.498  0.086  1.534  -0.030
C  -4.329  -0.229  0.445  -0.056
C  -3.828  -0.322  -0.834  -0.005
C  -2.450  -0.159  -1.009  -0.268
N  -1.667  0.030  0.063  -0.054
C  -1.644  0.132  -2.244  -0.673
O  -2.122  0.271  -3.349  0.074
O  -0.380  0.333  -1.923  -0.170
H  -3.881  0.203  2.537  0.117
H  -5.385  -0.395  0.620  0.106
H  -4.447  -0.549  -1.690  0.116
Se  -0.387  -2.549  0.351  -0.085
Te  -2.265  -3.474  1.661  0.115
Te  -3.078  -4.143  -2.190  -0.070
Se  -1.207  -2.571  -1.783  -0.054
S  2.254  -1.625  1.228  0.634
C  3.144  -0.788  2.466  -0.648
C  3.886  -1.522  3.403  -0.142
C  4.624  -0.876  4.381  -0.132
C  4.640  0.511  4.459  -0.146
C  3.905  1.246  3.537  -0.117
C  3.167  0.611  2.551  -0.115
H  3.872  -2.603  3.346  0.088
H  5.198  -1.461  5.093  0.085
H  5.210  1.014  5.231  0.077
H  3.913  2.330  3.587  0.089
H  2.594  1.187  1.838  0.086
Br  6.286  2.248  -3.956  0.692
C  5.006  0.845  -3.815  -0.660
C  5.003  -0.162  -4.767  -0.203
N  4.132  -1.164  -4.728  0.072
C  3.243  -1.189  -3.740  -0.045
C  3.189  -0.221  -2.741  -0.071
C  4.093  0.831  -2.781  -0.031
C  2.173  -0.303  -1.659  -0.620
O  2.018  0.651  -0.850  -0.054
O  1.470  -1.342  -1.558  -0.210
H  5.720  -0.163  -5.580  0.095
H  2.533  -2.007  -3.735  0.134
H  4.070  1.602  -2.024  0.123

Calculated values
relative energy (zero: lowest compared OMol25 entry of this formula, charge and spin): 271.1 kJ/mol
orbital gap: 4.52 eV
total charge: -2
E_HOMO: -1.07 eV

Molecular formula: C19H11F10N5STm
Method: DFT, ωB97M-V/def2-TZVPD

Last column: Mulliken spin population.
Positions of all 47 atoms, in Å:
Tm  -0.963  -0.003  0.513  2.028
C  2.045  0.253  -0.606  0.000
N  1.028  -0.800  -0.690  -0.010
C  1.442  -2.036  -0.017  0.001
C  1.697  -1.784  1.451  -0.001
N  0.624  -0.949  1.952  -0.005
C  0.696  -0.586  3.266  0.000
C  1.658  -0.896  4.243  0.000
F  2.729  -1.677  3.963  0.000
C  1.573  -0.436  5.549  0.000
F  2.536  -0.772  6.420  0.000
C  0.527  0.354  5.977  0.000
F  0.466  0.794  7.245  0.000
C  -0.458  0.680  5.057  0.000
F  -1.503  1.430  5.411  0.000
C  -0.342  0.213  3.771  -0.001
F  -1.340  0.524  2.894  0.001
C  0.644  -1.089  -2.077  0.000
C  -0.069  0.084  -2.700  -0.001
N  -1.078  0.522  -1.764  -0.005
C  -1.972  1.448  -2.213  -0.002
C  -2.979  1.855  -1.330  -0.001
F  -2.970  1.268  -0.094  0.000
C  -3.957  2.788  -1.570  0.000
F  -4.854  3.083  -0.627  0.000
C  -3.994  3.405  -2.809  0.000
F  -4.934  4.318  -3.107  0.000
C  -3.034  3.050  -3.733  0.000
F  -3.040  3.635  -4.940  0.000
C  -2.055  2.108  -3.452  0.001
F  -1.161  1.879  -4.442  0.000
H  2.977  -0.070  -1.090  0.000
H  2.239  0.497  0.435  0.000
H  1.679  1.156  -1.086  0.000
H  2.344  -2.455  -0.490  0.000
H  0.623  -2.745  -0.154  0.000
H  2.684  -1.321  1.578  0.000
H  1.768  -2.761  1.943  0.000
H  -0.029  -1.947  -2.037  0.000
H  1.525  -1.358  -2.680  0.000
H  -0.472  -0.262  -3.660  0.000
H  0.651  0.874  -2.960  0.000
S  -0.580  4.885  0.303  0.000
C  -0.341  3.282  0.563  0.000
N  -0.193  2.130  0.729  -0.002
N  -2.629  -1.550  0.963  -0.002
C  -2.206  -2.068  0.005  -0.001

Calculated values
orbital gap (spin up / spin down): 7.50 / 7.52 eV
total charge: -1
E_HOMO (spin up / spin down): -4.97 / -4.98 eV
spin multiplicity: 3

Molecular formula: C19H11IrN4O2S3
Method: DFT, ωB97M-V/def2-TZVPD

Last column: Löwdin charge in e.
Positions of all 40 atoms, in Å:
Ir  -0.905  0.031  0.798  0.834
O  3.130  -0.539  0.644  -0.255
S  1.713  -0.705  0.544  0.622
O  0.985  -0.759  1.855  -0.451
N  0.880  0.459  -0.217  -0.254
C  1.364  1.776  -0.022  -0.257
C  2.622  2.229  -0.321  -0.001
C  2.932  3.595  -0.150  -0.051
C  2.003  4.497  0.287  -0.029
C  0.702  4.054  0.615  -0.146
C  -0.339  4.897  1.068  0.012
C  -1.553  4.355  1.383  -0.028
C  -1.738  2.964  1.282  -0.129
N  -0.793  2.154  0.863  -0.080
C  0.413  2.687  0.495  -0.152
C  1.412  -2.156  -0.419  -0.323
C  0.471  -2.206  -1.436  -0.100
C  0.259  -3.410  -2.088  -0.060
C  0.973  -4.542  -1.719  -0.061
C  1.926  -4.471  -0.713  -0.060
C  2.154  -3.271  -0.057  -0.055
H  3.370  1.550  -0.699  0.115
H  3.933  3.928  -0.390  0.112
H  2.246  5.547  0.386  0.116
H  -0.163  5.962  1.157  0.124
H  -2.377  4.964  1.724  0.113
H  -2.675  2.516  1.582  0.089
H  -0.075  -1.318  -1.720  0.098
H  -0.475  -3.463  -2.880  0.113
H  0.788  -5.482  -2.221  0.110
H  2.492  -5.349  -0.434  0.110
H  2.898  -3.203  0.725  0.121
S  -2.961  0.240  0.028  0.676
C  -3.563  -1.360  -0.153  -0.711
C  -4.810  -1.510  -0.828  -0.266
N  -5.818  -1.608  -1.373  0.177
C  -2.889  -2.398  0.417  -0.705
S  -1.447  -2.078  1.291  0.716
C  -3.361  -3.743  0.374  -0.259
N  -3.724  -4.833  0.323  0.178

Calculated values
relative energy (zero: lowest compared OMol25 entry of this formula, charge and spin): 0.0 kJ/mol
orbital gap: 7.43 eV
total charge: 0
E_HOMO: -8.65 eV

Molecular formula: C19H12Cl4N4O2Pm
Method: DFT, ωB97M-V/def2-TZVPD

Last column: Mulliken spin population.
Positions of all 42 atoms, in Å:
Pm  4.844  11.257  11.358  4.047
Cl  5.415  15.564  5.464  0.000
C  5.383  14.985  7.084  -0.001
C  5.267  13.605  7.357  -0.001
C  4.959  13.142  8.669  -0.001
N  4.747  11.794  9.000  -0.009
C  4.917  10.741  8.166  -0.006
O  5.191  10.753  6.979  -0.002
C  4.775  9.351  8.821  0.005
C  5.289  8.266  8.062  -0.001
C  5.123  7.011  8.604  0.001
C  4.360  6.861  9.770  0.000
C  3.876  7.944  10.439  0.000
N  4.223  9.199  10.017  -0.004
C  4.953  14.044  9.784  -0.008
C  5.023  15.455  9.513  -0.002
C  5.164  15.897  8.210  0.001
Cl  4.942  17.633  7.993  0.000
N  4.781  13.535  11.065  -0.005
C  4.879  14.347  12.197  -0.001
O  5.002  15.572  12.274  -0.003
C  4.840  13.629  13.521  0.000
C  4.706  14.468  14.616  0.000
C  4.612  13.928  15.893  0.000
C  4.595  12.493  15.984  0.000
C  4.631  11.743  14.803  -0.001
N  4.754  12.267  13.590  -0.006
H  5.343  12.911  6.532  0.000
H  5.878  8.428  7.158  0.000
H  5.559  6.161  8.066  0.000
H  4.062  5.846  10.045  0.000
H  3.159  7.853  11.274  0.000
H  4.905  16.096  10.373  0.000
H  4.787  15.538  14.443  0.000
H  4.376  14.573  16.741  0.000
H  4.512  11.967  16.973  0.000
H  4.477  10.657  14.857  0.000
Cl  9.391  9.124  13.384  -0.001
C  7.669  9.328  13.598  0.000
Cl  7.023  9.879  11.830  0.000
H  7.460  10.208  14.263  0.000
H  7.117  8.385  13.780  0.000

Calculated values
orbital gap (spin up / spin down): 5.15 / 5.23 eV
total charge: +1
E_HOMO (spin up / spin down): -9.75 / -9.75 eV
spin multiplicity: 5

Molecular formula: C19H13AuBrF6N2O2P
Method: DFT, ωB97M-V/def2-TZVPD

Last column: Mulliken spin population.
Positions of all 45 atoms, in Å:
Au  0.341  1.686  0.864  0.042
Br  2.887  -0.906  1.248  0.045
C  3.434  0.874  1.026  0.006
C  4.776  1.167  0.876  -0.002
C  5.165  2.495  0.761  -0.001
C  4.217  3.505  0.820  0.000
C  2.898  3.140  0.936  0.000
N  2.520  1.857  1.034  0.019
C  1.775  4.178  0.985  0.001
O  2.075  5.324  1.104  0.008
O  0.588  3.648  0.869  0.018
H  5.494  0.361  0.857  0.001
H  6.212  2.738  0.638  0.000
H  4.468  4.555  0.759  0.001
F  -1.712  1.951  0.877  -0.003
P  -3.570  1.774  1.109  0.000
F  -3.444  3.047  2.026  0.000
F  -5.116  1.605  1.264  0.000
F  -3.407  0.488  0.153  0.001
F  -3.646  2.681  -0.191  0.000
F  -3.183  0.831  2.336  0.000
N  0.165  -0.232  0.651  0.739
C  -0.328  -1.117  -0.106  0.030
C  -1.092  -0.656  -1.293  0.011
C  -0.636  0.436  -2.039  0.012
C  -1.438  0.961  -3.034  -0.010
C  -2.687  0.403  -3.280  0.021
C  -3.125  -0.694  -2.552  0.004
C  -2.333  -1.233  -1.553  0.000
C  -0.206  -2.551  0.192  0.063
C  -0.125  -2.954  1.530  -0.001
C  0.016  -4.296  1.830  0.000
C  0.080  -5.233  0.807  -0.007
C  0.015  -4.830  -0.522  0.006
C  -0.143  -3.492  -0.834  -0.006
H  0.349  0.856  -1.861  0.003
H  -1.092  1.808  -3.610  0.000
H  -3.320  0.830  -4.045  0.000
H  -4.103  -1.119  -2.730  0.000
H  -2.697  -2.044  -0.939  0.001
H  -0.188  -2.207  2.310  -0.003
H  0.066  -4.610  2.864  0.001
H  0.168  -6.285  1.044  0.000
H  0.073  -5.564  -1.314  0.000
H  -0.191  -3.174  -1.867  0.001

Calculated values
relative energy (zero: lowest compared OMol25 entry of this formula, charge and spin): 0.0 kJ/mol
orbital gap (spin up / spin down): 5.89 / 5.59 eV
total charge: +1
E_HOMO (spin up / spin down): -12.77 / -12.72 eV
spin multiplicity: 2